(1)
Here is a 2-piece molecular cluster, C4H7O overall in a non-equilibrium geometry from OMol25. Energies are from ωB97M-V/def2-TZVPD.

Summary:
lowest unoccupied orbital energy = -6.127 eV
HOMO energy = -14.673 eV
max |F| = 3.4 eV Å⁻¹
orbital gap = 8.5 eV
energy relative to the best compared isomer or geometry (same formula, charge and spin) = 44.2 kcal/mol

```
! wB97M-V def2-TZVPD RIJCOSX def2/J DEFGRID3
* xyz 1 1
C -0.8117 -1.3129 0.9755
C 2.2608 -0.0617 -0.8774
C -0.9181 -0.0940 0.5737
C -1.3077 1.1432 0.1111
O 1.2975 0.2740 -0.2031
H -0.3623 -1.9204 0.2495
H -1.1539 -2.0310 1.7927
H 3.3467 0.0241 -0.5025
H 2.1962 -0.3471 -1.9382
H -0.7726 2.0503 0.2172
H -1.4141 0.9488 -0.9966
H -2.3608 1.3268 0.5981
*
```



(2)
Here is an isolated ion of composition C4H7O2 and charge -1 in a non-equilibrium geometry from OMol25. Energies are from ωB97M-V/def2-TZVPD.

Summary:
lowest unoccupied orbital energy = 3.989 eV
HOMO energy = -1.964 eV
max |F| = 1.6 eV Å⁻¹
SMILES = [O-]/C=C/CCO
orbital gap = 6.0 eV
energy relative to the best compared isomer or geometry (same formula, charge and spin) = 59.3 kcal/mol

```
! wB97M-V def2-TZVPD RIJCOSX def2/J DEFGRID3
* xyz -1 1
C -0.3282 1.3332 -0.0964
O 0.2106 1.4761 1.2333
C -0.8351 -0.0426 -0.4435
C 0.0063 -1.3266 -0.2184
C 1.3234 -1.3101 0.1795
O 2.1841 -2.2228 0.3335
H -1.1963 1.9938 -0.1413
H 0.4737 1.7210 -0.7268
H -1.7631 -0.2181 0.1186
H -1.0043 -0.0286 -1.5310
H -0.3433 0.9749 1.8364
H -0.4334 -2.0796 -0.8806
H 1.7056 -0.2707 0.3366
*
```



(3)
Here is a 2-piece molecular cluster, C4H7O2P overall in a non-equilibrium geometry from OMol25. Energies are from ωB97M-V/def2-TZVPD.

Summary:
lowest unoccupied orbital energy (spin up / spin down) = -0.594 / -0.594 eV
HOMO energy (spin up / spin down) = -9.349 / -9.350 eV
max |F| = 5.3 eV Å⁻¹
orbital gap (spin up / spin down) = 8.8 / 8.8 eV
energy relative to the best compared isomer or geometry (same formula, charge and spin) = 119.3 kcal/mol

```
! wB97M-V def2-TZVPD RIJCOSX def2/J DEFGRID3
* xyz 0 1
C -1.0647 -3.6551 1.4039
C -0.5127 -2.7735 0.8229
C 1.4689 2.8951 -1.5885
C -0.1547 -1.4627 0.4966
O 2.1377 1.2390 0.4072
O -1.1593 -0.5075 0.7395
P 1.3089 2.3583 0.0057
H -1.6327 -4.5034 1.7155
H 1.0553 3.8244 -2.1123
H 2.4392 2.7400 -1.8584
H 0.2627 -1.1382 -0.4475
H 0.6978 -1.1163 1.2448
H -1.7923 -0.7454 1.3586
H -0.0016 2.2401 0.5527
*
```



(4)
Here is one molecule with the formula C4H7O2P in a non-equilibrium geometry from OMol25. Energies are from ωB97M-V/def2-TZVPD.

Summary:
lowest unoccupied orbital energy (spin up / spin down) = -0.031 / -0.031 eV
HOMO energy (spin up / spin down) = -8.027 / -8.026 eV
max |F| = 4.3 eV Å⁻¹
SMILES = CC#[PH]C(=O)OC
orbital gap (spin up / spin down) = 8.0 / 8.0 eV
energy relative to the best compared isomer or geometry (same formula, charge and spin) = 125.0 kcal/mol

```
! wB97M-V def2-TZVPD RIJCOSX def2/J DEFGRID3
* xyz 0 1
C 1.9570 0.3457 1.6325
C -1.1929 1.3302 -0.0898
C 2.9273 -0.4792 0.9659
C -2.7633 0.5997 -1.7822
O -1.7403 2.2682 0.3509
O -1.4739 0.3639 -1.0709
P 0.4369 0.7864 1.0616
H 2.4286 -0.9459 0.0964
H 3.2542 -1.2570 1.6568
H 3.8025 0.1215 0.6359
H -2.5306 0.3652 -2.8450
H -3.1740 1.5798 -1.5736
H -3.6773 -0.1129 -1.4492
H -0.1246 1.6143 2.0597
*
```